[1]
This record from the Open Molecules 2025 dataset describes C23H27F3IrN4S as an isolated structure at a distorted geometry. The level of theory is wB97M-V/def2-TZVPD.

Cartesian coordinates (Å):
1 Ir 0.91 -0.47 0.50
2 F -1.10 -4.34 -2.18
3 C -1.96 -4.28 -1.15
4 F -3.15 -4.71 -1.58
5 F -1.52 -5.12 -0.21
6 C -2.05 -2.87 -0.61
7 C -3.24 -2.17 -0.60
8 C -3.28 -0.86 -0.12
9 C -2.13 -0.27 0.33
10 N -0.98 -0.97 0.34
11 C -0.92 -2.24 -0.12
12 S 0.75 -2.69 -0.01
13 H -4.14 -2.64 -0.97
14 H -4.20 -0.29 -0.12
15 H -2.08 0.74 0.71
16 C -0.22 3.41 2.60
17 C -0.25 3.16 1.11
18 C -0.90 4.02 0.24
19 C -0.92 3.78 -1.13
20 C -1.63 4.73 -2.06
21 C -0.29 2.66 -1.66
22 C 0.40 1.79 -0.82
23 C 0.41 2.08 0.56
24 N 1.06 0.60 -1.14
25 C 1.51 0.17 -2.50
26 C 2.85 -0.56 -2.31
27 C 1.76 1.32 -3.48
28 C 0.47 -0.79 -3.09
29 H -0.75 4.32 2.85
30 H 0.81 3.50 2.96
31 H -0.69 2.59 3.15
32 H -1.39 4.90 0.63
33 H -2.13 5.53 -1.51
34 H -2.37 4.21 -2.66
35 H -0.92 5.19 -2.75
36 H -0.39 2.46 -2.71
37 H 1.05 1.48 1.26
38 H 3.65 0.15 -2.10
39 H 3.10 -1.11 -3.22
40 H 2.79 -1.28 -1.50
41 H 2.28 2.16 -3.01
42 H 0.85 1.69 -3.95
43 H 2.39 0.94 -4.28
44 H 0.55 -1.78 -2.64
45 H 0.63 -0.90 -4.16
46 H -0.54 -0.41 -2.93
47 N 3.19 -1.73 2.39
48 C 1.99 -1.87 3.01
49 C 1.84 -2.79 4.06
50 C 0.61 -2.93 4.66
51 C -0.46 -2.13 4.23
52 C -0.24 -1.28 3.19
53 N 0.95 -1.14 2.55
54 H 4.01 -2.15 2.81
55 H 3.34 -0.96 1.77
56 H 2.69 -3.38 4.38
57 H 0.48 -3.65 5.45
58 H -1.43 -2.18 4.70
59 H -1.03 -0.64 2.82

Values from the calculation:
Net charge: +1
Energy relative to the best compared isomer or geometry (same formula, charge and spin) in eV: 0.0000
E in Ha: -1913.587970
Spin multiplicity: 1
Kohn-Sham gap (alpha / beta) in eV: 6.6 / 6.6

Atom charges from the Mulliken analysis, given in e for atoms 1 to 5:
1 Ir 0.689
2 F -0.209
3 C 0.670
4 F -0.292
5 F -0.240

[2]
This record from the Open Molecules 2025 dataset describes C8H5AlAuCl2NO3S as an isolated structure at a distorted geometry. The level of theory is wB97M-V/def2-TZVPD.

Cartesian coordinates (Å):
1 Al 5.11 -2.13 -3.05
2 Au 1.13 -0.36 -1.98
3 Cl 4.82 -0.26 -1.87
4 Cl 2.80 -1.95 -2.47
5 C -0.04 0.85 -1.05
6 C 7.37 -1.83 -3.45
7 C 4.96 -2.07 -5.22
8 O -0.82 1.50 -0.41
9 O 8.45 -1.63 -3.76
10 O 5.09 -1.84 -6.36
11 S -0.67 -0.61 1.95
12 C -2.07 0.17 2.37
13 N -2.10 1.52 2.65
14 C -3.30 2.19 2.74
15 C -4.46 1.48 2.77
16 C -4.49 0.11 2.41
17 C -3.31 -0.53 2.17
18 H -1.18 1.97 2.62
19 H -3.17 3.26 2.89
20 H -5.35 2.03 3.03
21 H -5.46 -0.30 2.15
22 H -3.33 -1.58 1.88

Values from the calculation:
Net charge: +4
Energy relative to the best compared isomer or geometry (same formula, charge and spin) in eV: 1.8834
E in Ha: -2283.290524
Spin multiplicity: 3
Kohn-Sham gap (alpha / beta) in eV: 6.4 / 4.4

Atom charges from the Mulliken analysis, given in e for atoms 1 to 5:
1 Al 0.863
2 Au 0.390
3 Cl -0.135
4 Cl -0.287
5 C 0.688

[3]
This record from the Open Molecules 2025 dataset describes C15H31ClNiP2 as an isolated structure at a distorted geometry. The level of theory is wB97M-V/def2-TZVPD.

Cartesian coordinates (Å):
1 P 0.76 2.64 0.59
2 P 0.56 -1.05 2.51
3 C 0.45 0.76 0.12
4 C -0.22 -0.32 1.00
5 H 1.26 0.36 -0.49
6 H -0.35 1.00 -0.58
7 H -1.30 -0.13 1.17
8 H -0.24 -1.20 0.35
9 C 1.86 -2.19 2.07
10 H 2.41 -2.45 2.99
11 H 2.56 -1.69 1.39
12 H 1.52 -3.14 1.61
13 C -0.73 -1.54 3.63
14 H -1.24 -2.48 3.36
15 H -1.49 -0.75 3.71
16 H -0.29 -1.69 4.64
17 C 2.11 3.22 -0.43
18 H 2.47 4.11 0.11
19 H 1.80 3.46 -1.46
20 H 2.89 2.45 -0.40
21 C -0.80 3.49 0.78
22 H -1.42 2.92 1.48
23 H -1.32 3.65 -0.17
24 H -0.56 4.45 1.25
25 Ni 1.21 0.96 1.76
26 C -1.57 -2.18 -1.01
27 C -0.30 -2.60 -1.19
28 C 0.33 -2.66 -2.54
29 C 0.02 -1.42 -3.42
30 C -0.12 -0.10 -2.70
31 C -1.28 0.45 -2.26
32 C -2.59 -0.25 -2.42
33 C -2.54 -1.76 -2.08
34 C 1.76 2.89 2.64
35 H -2.04 -2.17 -0.02
36 H 0.28 -3.06 -0.37
37 H -0.06 -3.57 -3.03
38 H 1.43 -2.78 -2.48
39 H 0.88 -1.27 -4.12
40 H -0.87 -1.62 -4.03
41 H 0.84 0.42 -2.60
42 H -1.35 1.50 -1.93
43 H -2.88 -0.11 -3.48
44 H -3.39 0.21 -1.82
45 H -3.55 -2.07 -1.70
46 H -2.36 -2.33 -3.01
47 H 1.14 2.76 3.51
48 H 1.71 3.91 2.33
49 H 2.80 2.69 2.94
50 Cl 1.82 0.26 3.79

Values from the calculation:
Energy relative to the best compared isomer or geometry (same formula, charge and spin) in eV: 0.4408
E in Ha: -3240.955082
Spin multiplicity: 3
Kohn-Sham gap (alpha / beta) in eV: 3.8 / 6.2

Atom charges from the Mulliken analysis, given in e for atoms 1 to 5:
1 P 0.620
2 P 0.599
3 C 0.121
4 C 0.982
5 H 0.666

[4]
This record from the Open Molecules 2025 dataset describes a 2-piece molecular cluster, CH7N6 overall at a distorted geometry. The level of theory is wB97M-V/def2-TZVPD.

Cartesian coordinates (Å):
1 C 1.33 -0.11 0.46
2 N 3.66 0.05 -0.07
3 N 0.38 0.57 -0.12
4 N 2.51 -0.26 -0.04
5 N -1.68 1.42 -0.22
6 N -1.46 -1.33 -0.24
7 N -0.87 0.47 0.32
8 H 1.15 -0.79 1.30
9 H 4.25 -0.53 -0.67
10 H -2.67 1.32 -0.03
11 H -1.45 1.60 -1.20
12 H -2.26 -1.50 0.37
13 H -1.82 -1.20 -1.18
14 H -1.06 0.28 1.31

Values from the calculation:
Net charge: +1
Energy relative to the best compared isomer or geometry (same formula, charge and spin) in eV: 6.8420
E in Ha: -370.343534
Spin multiplicity: 1
Kohn-Sham gap (alpha / beta) in eV: 8.1 / 8.1

Atom charges from the Mulliken analysis, given in e for atoms 1 to 5:
1 C 0.019
2 N -0.495
3 N -0.665
4 N 0.447
5 N -0.520

[5]
This record from the Open Molecules 2025 dataset describes C24H19GeNO4Se2Te2Tl as an isolated structure. The level of theory is wB97M-V/def2-TZVPD.

Cartesian coordinates (Å):
1 Tl 1.07 -0.76 0.32
2 Se 4.84 -0.46 1.20
3 Te 3.82 -0.75 3.36
4 Te 1.42 0.56 3.34
5 Se 0.56 -0.64 5.32
6 C -2.63 -0.98 -1.97
7 Ge -1.90 -0.47 -0.17
8 C -3.19 -1.50 0.99
9 C -2.74 -2.30 2.04
10 C -3.62 -3.01 2.85
11 C -4.99 -2.93 2.62
12 C -5.46 -2.14 1.59
13 C -4.57 -1.43 0.79
14 C -2.70 1.36 0.05
15 C -3.30 2.00 -1.00
16 C -3.80 3.32 -0.90
17 C -3.68 4.01 0.27
18 C -3.06 3.41 1.40
19 C -2.91 4.10 2.63
20 C -2.32 3.50 3.70
21 C -1.84 2.17 3.60
22 C -1.97 1.49 2.42
23 C -2.57 2.08 1.28
24 H -3.70 -0.81 -2.05
25 H -2.44 -2.05 -2.13
26 H -2.13 -0.43 -2.77
27 H -1.67 -2.36 2.25
28 H -3.24 -3.61 3.67
29 H -5.68 -3.48 3.25
30 H -6.53 -2.06 1.41
31 H -4.96 -0.79 0.00
32 H -3.41 1.50 -1.96
33 H -4.27 3.79 -1.76
34 H -4.04 5.03 0.37
35 H -3.28 5.12 2.69
36 H -2.20 4.04 4.63
37 H -1.36 1.70 4.45
38 H -1.60 0.48 2.36
39 O 1.36 3.90 0.38
40 C 1.01 2.86 -0.19
41 O 1.15 1.67 0.21
42 C 0.34 3.03 -1.56
43 C 0.26 1.98 -2.46
44 C -0.33 2.15 -3.70
45 C -0.84 3.40 -4.02
46 C -0.78 4.47 -3.13
47 C -0.18 4.27 -1.91
48 N -1.48 3.60 -5.32
49 O -1.49 2.67 -6.11
50 O -1.97 4.69 -5.57
51 H 0.64 1.01 -2.17
52 H -0.40 1.35 -4.41
53 H -1.21 5.42 -3.41
54 H -0.09 5.08 -1.19

Values from the calculation:
Net charge: -2
Energy relative to the best compared isomer or geometry (same formula, charge and spin) in eV: 0.4262
E in Ha: -8870.037627
Spin multiplicity: 2
Kohn-Sham gap (alpha / beta) in eV: 5.1 / 4.7

Atom charges from the Mulliken analysis, given in e for atoms 1 to 5:
1 Tl 0.271
2 Se -0.472
3 Te 0.009
4 Te 0.323
5 Se -0.723

[6]
This record from the Open Molecules 2025 dataset describes a 2-piece molecular cluster, C2H5Br3Si overall at a distorted geometry. The level of theory is wB97M-V/def2-TZVPD.

Cartesian coordinates (Å):
1 C 1.22 0.48 1.46
2 C -1.36 -1.37 -1.95
3 Si 1.82 -0.53 -0.08
4 Br -2.08 -2.05 -0.39
5 Br 3.75 0.32 -0.79
6 Br 2.23 -2.65 0.53
7 H 1.12 1.44 1.12
8 H 0.20 0.06 1.71
9 H 2.05 0.14 2.25
10 H -0.48 -1.80 -2.40
11 H -1.73 -0.37 -2.25

Values from the calculation:
Energy relative to the best compared isomer or geometry (same formula, charge and spin) in eV: 3.7510
E in Ha: -8090.705795
Spin multiplicity: 1
Kohn-Sham gap (alpha / beta) in eV: 7.8 / 7.1

Atom charges from the Mulliken analysis, given in e for atoms 1 to 5:
1 C -0.799
2 C -0.699
3 Si 0.440
4 Br -0.047
5 Br -0.257

[7]
This record from the Open Molecules 2025 dataset describes one molecule with the formula C2H4N2O at a distorted geometry. The level of theory is wB97M-V/def2-TZVPD.

Cartesian coordinates (Å):
1 C -1.40 0.78 -0.01
2 C 0.62 0.08 0.36
3 N -0.20 1.21 0.04
4 N -0.17 -1.13 0.02
5 O -1.53 -0.60 0.11
6 H -2.28 1.23 -0.11
7 H 1.62 -0.12 -0.20
8 H 0.89 -0.04 1.38
9 H -0.15 -1.57 -0.86

Values from the calculation:
Energy relative to the best compared isomer or geometry (same formula, charge and spin) in eV: 2.7025
E in Ha: -263.263955
Spin multiplicity: 1
Structure (SMILES): C1=NCNO1
Kohn-Sham gap in eV: 10.3

Atom charges from the Mulliken analysis, given in e for atoms 1 to 5:
1 C 0.053
2 C -0.232
3 N -0.452
4 N -0.256
5 O -0.320

[8]
This record from the Open Molecules 2025 dataset describes C3H2N2 as an isolated structure at a distorted geometry. The level of theory is wB97M-V/def2-TZVPD.

Cartesian coordinates (Å):
1 C 0.58 1.56 0.02
2 C -1.80 0.79 0.05
3 C 0.04 0.18 -0.04
4 N 0.98 2.64 0.03
5 N -2.93 1.01 -0.03
6 H 0.00 -0.24 -1.06
7 H -0.03 -0.52 0.81

Values from the calculation:
Energy relative to the best compared isomer or geometry (same formula, charge and spin) in eV: 1.9654
E in Ha: -224.924963
Spin multiplicity: 1
Kohn-Sham gap in eV: 11.4

Atom charges from the Mulliken analysis, given in e for atoms 1 to 5:
1 C 0.266
2 C 0.096
3 C -0.281
4 N -0.296
5 N -0.338